[1]
Here is a molecular structure, C14H29FNO8S4 at a distorted geometry from the OMol25 dataset. Energies are from wB97M-V/def2-TZVPD.

- HOMO-LUMO gap (eV) = 7.0
- net charge = -1
- HOMO level (eV) = -5.263
- LUMO energy (hartree) = 0.06478

Structure (XYZ):
```
57
Properties=species:S:1:pos:R:3:mulliken_charge:R:1
C 1.7720 -0.1860 3.6314 -1.7983
C 1.0197 0.1513 2.3410 1.3653
C 1.4624 1.4767 1.7048 -1.4762
C -0.5098 0.0466 2.4879 -0.8854
S -1.2028 1.0336 3.8348 1.2775
O -0.2348 2.0668 4.1439 -0.7541
O -1.4500 0.1095 4.9160 -0.6829
N -2.4952 1.8004 3.2491 -0.5607
S -3.8857 1.0226 3.0601 1.2194
O -4.8217 2.0042 2.5374 -0.7595
O -4.3804 0.2945 4.1967 -0.6646
C -3.7219 -0.1038 1.6519 0.2723
C -3.6243 -1.6114 1.9351 -0.3270
F -3.1067 -1.9385 3.1630 -0.2760
H 2.7307 -0.6460 3.3697 0.4172
H 1.2342 -0.9106 4.2434 0.3611
H 1.9679 0.6960 4.2347 0.3753
H 1.2612 -0.6341 1.6233 0.3752
H 2.4581 1.7743 2.0238 0.3479
H 1.4297 1.3761 0.6219 0.0942
H 0.7459 2.2560 1.9557 0.4707
H -0.7481 -0.9907 2.7096 0.5434
H -0.9509 0.3918 1.5588 -0.1281
H -4.6304 0.0430 1.0734 0.5924
H -2.8974 0.1762 1.0122 -0.8920
H -4.5920 -2.0881 1.7820 0.3674
H -2.9524 -2.0402 1.1886 0.1664
C -2.7940 0.2189 -4.2462 -0.5487
C -2.9278 1.6429 -3.6868 -0.6290
C -3.0963 1.5275 -2.1660 -0.7209
S -2.2595 0.0107 -1.6878 1.1956
O -3.2396 -0.9270 -1.2035 -0.6850
O -1.0767 0.3250 -0.9351 -0.6237
C -1.7906 -0.4918 -3.3425 -0.7628
H -2.4639 0.2195 -5.2847 0.3580
H -3.7596 -0.2891 -4.1999 0.2808
H -2.0222 2.2085 -3.9156 0.2936
H -3.7672 2.1752 -4.1319 0.3296
H -2.6412 2.3564 -1.6305 0.4055
H -4.1404 1.4296 -1.8761 0.3792
H -1.8273 -1.5763 -3.4103 0.4154
H -0.7746 -0.1376 -3.5157 0.2885
C 4.8842 -2.1684 -2.0053 -0.5664
C 5.1737 -0.9069 -2.8312 -0.5786
C 4.2153 0.1881 -2.3453 -0.7608
S 3.8506 -0.1916 -0.6221 1.3251
O 2.4622 -0.5411 -0.5339 -0.5797
O 4.4597 0.7942 0.2275 -0.7462
C 4.8019 -1.7086 -0.5536 -0.8080
H 5.6547 -2.9267 -2.1395 0.3578
H 3.9292 -2.6003 -2.3118 0.2876
H 6.2066 -0.5934 -2.6665 0.2806
H 5.0529 -1.0867 -3.8989 0.3221
H 4.6557 1.1803 -2.3961 0.3755
H 3.2722 0.1724 -2.8875 0.3073
H 4.2983 -2.4132 0.1037 0.3921
H 5.7863 -1.4613 -0.1571 0.3747
```

=====

[2]
Here is a molecular structure, C20H39AuN5SSe2Si2 at a distorted geometry from the OMol25 dataset. Energies are from wB97M-V/def2-TZVPD.

- HOMO-LUMO gap (spin up / spin down) (eV) = 5.1 / 5.1
- net charge = +1
- HOMO level (spin up / spin down) (eV) = -9.981 / -9.985
- LUMO energy (spin up / spin down) (hartree) = -0.17862 / -0.17850

Structure (XYZ):
```
70
Properties=species:S:1:pos:R:3:mulliken_charge:R:1
Au -0.0959 0.0410 -0.2814 1.0695
C -1.5444 3.4827 0.0719 -0.9610
Se -0.2431 2.5118 -0.9887 0.3532
C -1.2976 2.4174 -2.6701 -0.2535
C -0.3642 2.4732 -3.8589 -0.9438
Se 1.1241 1.2004 -3.5891 0.0905
C 2.5879 2.4934 -3.4945 -0.9823
H -2.5042 2.9745 0.0421 0.2464
H -1.6292 4.4922 -0.3312 0.4585
H -1.1523 3.5187 1.0837 0.1758
H -2.0019 3.2525 -2.6620 0.5177
H -1.8489 1.4747 -2.6391 -0.1333
H 0.0837 3.4602 -3.9830 0.4037
H -0.8816 2.2040 -4.7796 0.4495
H 2.4430 3.1554 -2.6399 0.3125
H 2.6199 3.0609 -4.4228 0.3561
H 3.5064 1.9225 -3.3791 0.3432
C 3.2485 -0.2695 -1.2784 -0.8850
Si 2.7863 -1.4847 0.1164 -0.3880
C 4.0377 -2.9195 0.0374 -1.3254
C 3.0374 -0.6257 1.7990 -0.8474
N 1.0691 -1.7690 -0.0663 0.2051
C 0.3988 -2.8733 -0.3904 0.7203
C 0.9885 -4.1564 -0.4194 -0.8207
C 0.2628 -5.2638 -0.7600 -0.8469
C -1.0964 -5.1496 -1.0823 -0.8967
C -1.7162 -3.9318 -1.0416 -0.5610
C -1.0062 -2.7628 -0.6951 0.8751
N -1.5919 -1.5647 -0.6342 0.1439
Si -3.3241 -1.3009 -0.6730 -0.1214
C -4.1945 -2.2845 0.7118 -1.1419
C -3.5295 0.5231 -0.1949 -0.9989
C -4.0853 -1.5849 -2.3968 -1.2106
H 4.3271 -0.1616 -1.3253 0.4610
H 2.8186 0.7106 -1.0862 0.2646
H 2.9010 -0.6166 -2.2507 0.2942
H 5.0347 -2.4990 0.1471 0.3977
H 4.0092 -3.4400 -0.9145 0.3868
H 3.9027 -3.6414 0.8379 0.3828
H 4.0927 -0.6240 2.0508 0.5077
H 2.5066 -1.1183 2.6077 0.3417
H 2.7186 0.4095 1.7518 0.0188
H 2.0285 -4.2550 -0.1750 0.3176
H 0.7427 -6.2300 -0.8006 0.4458
H -1.6527 -6.0274 -1.3702 0.4412
H -2.7560 -3.8498 -1.3070 0.2652
H -3.8737 -1.9376 1.6909 0.3355
H -4.0174 -3.3535 0.6643 0.3895
H -5.2679 -2.1293 0.6515 0.4060
H -2.7139 0.8477 0.4444 0.0176
H -4.4548 0.6541 0.3573 0.5774
H -3.5781 1.1639 -1.0698 0.3247
H -4.2656 -2.6343 -2.6048 0.3839
H -3.4428 -1.2028 -3.1845 0.3560
H -5.0397 -1.0733 -2.4757 0.4095
C 1.0651 4.5494 4.5909 -1.1120
C 1.9215 3.7039 3.6467 -0.5223
C 1.1981 2.5043 3.1722 0.3820
N 0.8221 2.2577 1.9740 -0.7983
N 0.2005 1.0830 1.8279 0.3463
C 0.0768 0.3978 2.9307 0.1954
N -0.5427 -0.7844 2.9990 -0.3198
S 0.7698 1.2097 4.3083 -0.1531
H 1.6444 5.3895 4.9642 0.3598
H 0.7388 3.9523 5.4393 0.3671
H 0.1912 4.9378 4.0738 0.3004
H 2.8163 3.3737 4.1805 0.3089
H 2.2253 4.2940 2.7830 0.2638
H -0.7821 -1.2362 2.1301 -0.0023
H -0.4517 -1.3417 3.8293 0.2557
```

=====

[3]
Here is C3H7NO2S in the gas phase at a distorted geometry from the OMol25 dataset. Energies are from wB97M-V/def2-TZVPD.

- SMILES string = N[C@H](CS)C(=O)O
- HOMO-LUMO gap (eV) = 9.9
- HOMO level (eV) = -9.353
- LUMO energy (hartree) = 0.02023

Structure (XYZ):
```
14
Properties=species:S:1:pos:R:3:mulliken_charge:R:1
N 0.7072 -0.6276 -1.4954 -0.6557
C 0.1703 0.2464 -0.3747 0.3783
C 0.1389 -0.5015 0.9352 -0.7476
S 1.1003 -2.1064 1.2425 -0.2461
C -1.1011 1.0165 -0.7257 0.2889
O -2.1314 0.6882 -1.2774 -0.5421
O -0.9788 2.1361 0.0463 -0.4377
H 0.0979 -1.2934 -1.8139 0.1887
H 1.7139 -0.9108 -1.3773 0.2518
H 0.9034 1.0488 -0.5204 0.2625
H -0.8822 -0.7257 1.0787 0.4164
H 0.6451 0.1528 1.6494 0.3436
H 1.3361 -1.9137 2.6336 0.1531
H -1.7197 2.7903 -0.0008 0.3459
```

=====

[4]
Here is a molecular structure, C36H36Cl3IN9O5V at a distorted geometry from the OMol25 dataset. Energies are from wB97M-V/def2-TZVPD.

- HOMO-LUMO gap (spin up / spin down) (eV) = 3.8 / 3.8
- net charge = +2
- HOMO level (spin up / spin down) (eV) = -12.206 / -12.206
- LUMO energy (spin up / spin down) (hartree) = -0.30991 / -0.30973

Structure (XYZ):
```
91
Properties=species:S:1:pos:R:3:mulliken_charge:R:1
V 1.8082 2.6611 -0.6570 -0.3922
Cl 8.2259 4.1911 -2.3843 -0.1039
C 6.8458 3.4981 -1.6923 0.0634
C 5.6547 4.1190 -1.8218 -1.1564
C 4.5126 3.4876 -1.2600 0.9896
N 3.2710 3.9512 -1.1638 0.3240
C 2.9825 5.3710 -1.2519 0.1465
O 3.8155 6.2186 -1.2285 -0.5378
C 1.5242 5.6087 -1.3617 0.2616
C 1.0229 6.8723 -1.5329 -0.8483
C -0.3289 6.9992 -1.8190 -0.4471
C -1.0837 5.8509 -1.9676 -1.0622
C -0.4987 4.6131 -1.7646 -0.1240
N 0.7910 4.4767 -1.4227 0.3961
C 4.6455 2.1876 -0.5805 0.2904
C 5.9122 1.6035 -0.3927 -0.9595
C 6.9802 2.2295 -0.9459 0.1657
Cl 8.5082 1.5366 -0.7843 -0.0898
N 3.4833 1.8279 -0.0411 0.7364
C 3.4340 1.2834 1.2934 -0.0502
O 4.1986 0.5025 1.7579 -0.5504
C 2.3447 1.9751 2.0908 0.4736
C 2.1121 1.6430 3.3989 -0.7747
C 1.1785 2.3958 4.1054 -0.5320
C 0.5325 3.4434 3.4711 -0.8237
C 0.8069 3.6979 2.1405 -0.2188
N 1.7019 2.9790 1.4510 0.5452
H 5.5867 5.0651 -2.3311 0.5989
H 1.6936 7.7195 -1.4717 0.5610
H -0.7741 7.9759 -1.9535 0.4694
H -2.1300 5.8938 -2.2381 0.4503
H -1.0788 3.7185 -1.9017 0.7761
H 6.0287 0.6778 0.1471 0.6678
H 2.6706 0.8320 3.8493 0.5880
H 0.9665 2.1698 5.1431 0.4914
H -0.1870 4.0587 3.9950 0.4718
H 0.3037 4.4910 1.6049 0.5260
N -1.3625 1.1095 -1.8426 0.3109
C -1.2801 1.6820 -0.6530 -0.3349
O -0.2297 2.1764 -0.1911 -0.0073
C -2.5004 1.7380 0.2022 -1.4643
I -4.0005 2.9559 -0.6664 0.1532
H -0.5556 1.0261 -2.4391 0.2455
H -2.2443 0.7488 -2.1758 0.2537
H -2.2447 2.1720 1.1588 0.5632
H -2.9348 0.7538 0.3305 0.4309
C -2.3710 -2.5448 -2.5454 -1.9147
C -2.4292 -3.2970 -1.2061 2.7047
C -3.7181 -4.1268 -1.2482 -2.1152
C -2.5672 -2.2806 -0.0689 -0.5958
C -1.1684 -4.2159 -1.0329 1.1471
O -1.1829 -5.2399 -2.0432 -0.6548
C -0.9237 -4.8235 0.3471 -0.7887
C -1.9756 -5.7714 0.9671 -1.0424
C -2.8413 -5.1567 2.0629 0.0739
C -4.2081 -5.3776 2.1074 -0.1199
C -5.0055 -4.8276 3.1089 -0.8990
C -4.4190 -4.0540 4.0835 0.2824
Cl -5.4034 -3.3376 5.3340 -0.2101
C -3.0551 -3.8442 4.0884 -0.9189
C -2.2755 -4.3984 3.0797 0.0581
C 0.1415 -3.5456 -1.4523 -2.1891
N 0.5412 -2.2962 -0.7913 0.8214
C 0.8943 -1.1747 -1.4044 -0.1809
N 1.3027 -0.2646 -0.5313 0.0852
C 1.1257 -0.9309 0.6590 -0.7768
N 0.6689 -2.1573 0.5483 -0.7410
H -3.3256 -2.0329 -2.7152 0.4795
H -2.2115 -3.2245 -3.3855 0.3879
H -1.5838 -1.7873 -2.5605 0.0909
H -4.5459 -3.4742 -1.5410 0.5422
H -3.9743 -4.5398 -0.2776 0.3570
H -3.6721 -4.9311 -1.9860 0.4010
H -3.5546 -1.8115 -0.1478 0.7096
H -1.8052 -1.4959 -0.1123 -0.5896
H -2.5143 -2.7437 0.9188 -0.2751
H -1.7225 -5.9792 -1.7405 0.5565
H -0.6969 -4.0116 1.0500 0.2515
H 0.0074 -5.3826 0.2311 0.5307
H -1.4363 -6.6172 1.3938 0.4139
H -2.6308 -6.2119 0.2105 0.4859
H -4.6758 -6.0006 1.3505 0.4620
H -6.0736 -5.0036 3.1287 0.4249
H -2.6058 -3.2618 4.8831 0.4237
H -1.2015 -4.2396 3.1076 0.4612
H 0.0715 -3.3130 -2.5100 0.3935
H 0.9471 -4.2640 -1.3295 0.4958
H 0.9133 -1.0874 -2.4832 0.5232
H 1.3280 -0.5125 1.6379 0.3734
O 1.8765 1.4222 -3.1988 -0.6822
N 1.8475 1.9805 -2.1898 1.2841
```